Entry from the Open Molecules 2025 dataset: C25H34N4S6Sb2TeY as an isolated structure (the ωB97M-V functional and the def2-TZVPD basis).

Output
Net charge: +1
Energy, eV: -118855.59533
Energy relative to the best compared isomer or geometry (same formula, charge and spin), eV: 0.096

Each line ends with the Mulliken charge.
Element x y z (Å)
1 Y -0.71045 -0.24044 -0.57348  0.38
2 C -1.03310 0.15699 3.94064  -1.39
3 Sb -0.16403 1.15906 2.28143  0.56
4 C -0.94729 3.10303 2.63400  -1.39
5 C 1.79680 1.40032 3.12391  -1.41
6 C 2.56301 0.10927 3.11849  0.55
7 C 2.31797 -0.82321 4.12581  -0.36
8 C 2.97061 -2.04394 4.15730  -0.83
9 C 3.90093 -2.34697 3.17641  -0.79
10 C 4.17062 -1.42235 2.18252  -0.53
11 C 3.51441 -0.19476 2.13200  0.67
12 C 3.83313 0.75366 1.01709  -1.49
13 Sb 2.44576 0.59029 -0.61031  0.83
14 C 3.32521 -1.10385 -1.54217  -1.27
15 C 3.29332 2.08195 -1.87247  -1.42
16 H -0.68317 0.63118 4.85722  0.51
17 H -0.74243 -0.89224 3.93194  0.36
18 H -2.11697 0.23822 3.89022  0.48
19 H -0.92938 3.30390 3.70439  0.46
20 H -1.97065 3.15762 2.26798  0.39
21 H -0.34712 3.85492 2.12313  0.40
22 H 1.60776 1.73415 4.14566  0.66
23 H 2.30978 2.21062 2.61027  0.44
24 H 1.60877 -0.57917 4.90742  0.43
25 H 2.76018 -2.74794 4.95056  0.43
26 H 4.42362 -3.29324 3.19164  0.41
27 H 4.91611 -1.65119 1.43006  0.43
28 H 4.80710 0.52919 0.58114  0.71
29 H 3.85242 1.79212 1.34599  0.61
30 H 4.31560 -0.84828 -1.91719  0.48
31 H 2.70896 -1.44625 -2.37251  0.36
32 H 3.39473 -1.90038 -0.80232  0.33
33 H 4.36861 1.91637 -1.92702  0.53
34 H 3.12041 3.08154 -1.47772  0.40
35 H 2.87032 2.00221 -2.87225  0.37
36 C -0.93269 5.48414 -3.26937  -1.27
37 C -0.83779 4.07595 -3.70991  0.96
38 N -1.23747 3.60026 -4.84485  -0.80
39 N -0.97618 2.26811 -4.76826  0.25
40 C -0.42364 1.89807 -3.61825  0.43
41 S 0.07976 0.32267 -3.22985  -0.41
42 N -0.31438 3.06318 -2.92900  0.45
43 N 0.18614 3.15355 -1.63361  -0.66
44 H -1.32374 6.07912 -4.09001  0.37
45 H 0.04400 5.87709 -2.98571  0.33
46 H -1.60659 5.57279 -2.41624  0.28
47 H -1.21462 1.65337 -5.53070  0.17
48 H -0.56981 3.44119 -1.01446  0.21
49 H 0.93780 3.83482 -1.61454  0.26
50 C -3.45188 -2.13936 1.48936  -1.15
51 S -3.06398 -0.40315 1.16557  0.11
52 C -4.29199 0.08365 0.00470  -0.07
53 C -3.99571 1.06263 -0.86190  -0.23
54 S -2.43247 1.83998 -1.00936  -0.29
55 S -5.30353 1.59239 -1.88044  -0.07
56 C -6.53093 0.52621 -1.24815  0.09
57 S -8.04102 0.43496 -1.83178  -0.18
58 S -5.92991 -0.50811 0.02734  -0.09
59 H -2.93582 -2.39312 2.41270  0.32
60 H -3.09995 -2.78946 0.69239  0.25
61 H -4.52287 -2.26062 1.63809  0.61
62 Te 0.36039 -2.46891 0.99500  0.04
63 C -0.37392 -3.89916 -0.39014  -0.02
64 C -1.39687 -4.77041 -0.02131  -0.57
65 C -1.86347 -5.72094 -0.91782  -0.63
66 C -1.32113 -5.80896 -2.19198  -0.47
67 C -0.30252 -4.94630 -2.56492  -0.63
68 C 0.17235 -3.99685 -1.66859  -0.02
69 H -1.81965 -4.72019 0.97403  0.53
70 H -2.65091 -6.39969 -0.61736  0.39
71 H -1.68600 -6.55264 -2.88721  0.39
72 H 0.13308 -5.01550 -3.55312  0.41
73 H 0.98636 -3.34312 -1.96013  0.41

Atomic forces in eV per Å
Y 0.2150 0.8219 0.2204
C -0.0204 0.0122 0.0876
Sb -0.0436 -0.1234 -0.2654
C 0.0080 0.0868 0.0961
C 0.0234 0.0418 0.1203
C 0.0463 0.0085 -0.0393
C 0.0201 -0.0398 -0.0197
C -0.0252 0.0215 0.0222
C 0.0200 -0.0079 -0.0060
C -0.0043 -0.0402 0.0236
C -0.0666 0.0099 -0.0153
C 0.0997 0.0551 0.0634
Sb -0.3522 -0.1958 -0.0668
C 0.0890 -0.0651 -0.0216
C 0.1158 0.0547 -0.0011
H -0.0042 -0.0224 0.0096
H -0.0053 0.0021 -0.0049
H -0.0066 -0.0021 -0.0171
H -0.0124 0.0375 -0.0082
H -0.0109 -0.0228 -0.0116
H 0.0110 -0.0034 -0.0183
H 0.0451 -0.0052 0.0097
H -0.0136 -0.0005 -0.0437
H -0.0117 0.0096 0.0190
H -0.0008 -0.0163 0.0080
H 0.0109 -0.0167 -0.0015
H 0.0097 0.0062 -0.0196
H 0.0215 -0.0055 0.0392
H 0.0086 0.0220 -0.0338
H 0.0145 -0.0178 0.0177
H -0.0124 0.0298 -0.0085
H 0.0011 -0.0057 -0.0093
H 0.0065 0.0116 -0.0318
H 0.0040 0.0180 0.0285
H -0.0355 -0.0094 -0.0065
C -0.0027 0.0365 -0.0278
C -0.0700 0.0054 -0.0178
N -0.0243 0.0995 -0.0117
N 0.0168 -0.0376 0.1228
C 0.0163 -0.0115 0.0385
S 0.0461 -0.3475 -0.0407
N 0.1214 -0.1411 -0.0680
N -0.1466 0.0439 -0.0588
H -0.0096 -0.0013 0.0052
H 0.0064 0.0059 0.0082
H 0.0027 -0.0002 0.0148
H 0.0067 0.0201 0.0120
H 0.0402 0.0661 -0.0256
H -0.0096 -0.0637 -0.0046
C -0.0829 -0.1027 0.0336
S -0.0249 -0.3215 -0.0092
C 0.0723 0.0413 -0.0708
C 0.0767 0.0508 -0.0388
S -0.1436 -0.0674 0.0152
S -0.0730 0.0597 0.0370
C 0.0802 -0.1718 -0.1489
S -0.0258 0.0687 0.0772
S -0.0718 0.0343 0.0360
H 0.0434 0.0077 -0.0235
H -0.0467 0.0597 -0.0332
H -0.0058 0.0341 0.0315
Te 0.1456 -0.1112 0.2303
C -0.0715 0.1310 -0.1122
C -0.0115 -0.0426 -0.0249
C -0.0131 -0.0014 0.0286
C 0.0173 -0.0010 -0.0350
C -0.0083 -0.0087 -0.0289
C -0.0473 0.0669 -0.0455
H 0.0268 -0.0209 0.0178
H -0.0074 -0.0057 0.0101
H -0.0019 -0.0042 -0.0065
H 0.0046 0.0019 -0.0109
H 0.0306 -0.0208 0.0089